(1)
{
  "formula": "C18H39N2O6Pb2",
  "method": "wB97M-V/def2-TZVPD",
  "species": ["Pb", "Pb", "C", "C", "C", "O", "C", "N", "H", "H", "H", "H", "H", "H", "H", "H", "H", "H", "H", "H", "C", "O", "H", "H", "H", "C", "C", "C", "C", "C", "C", "N", "O", "C", "C", "C", "H", "H", "H", "H", "H", "H", "H", "H", "H", "H", "H", "H", "H", "H", "H", "H", "H", "H", "C", "C", "C", "O", "C", "O", "O", "H", "H", "H", "H", "H", "H"],
  "coordinates": [[17.49938, -12.29256, -4.74075], [13.69477, -10.82021, -4.87947], [14.58077, -7.56960, 0.56614], [15.57386, -7.08385, -0.49944], [17.04079, -6.95557, -0.12157], [17.75881, -6.50018, -1.31738], [19.13092, -6.57665, -1.17863], [15.42735, -7.92787, -1.77312], [16.02287, -7.49258, -2.46304], [15.74961, -8.88177, -1.69366], [14.58846, -7.94154, -2.33540], [15.04530, -8.44500, 1.02000], [13.54973, -7.76186, 0.26933], [14.50425, -6.96907, 1.47257], [15.15184, -6.14577, -0.86000], [17.39928, -7.89606, 0.29684], [17.19790, -6.16646, 0.61375], [19.37273, -7.57302, -0.80865], [19.64422, -5.94412, -0.45438], [19.74377, -6.51806, -2.07812], [17.21436, -9.02084, -5.40875], [16.19481, -10.01304, -5.13108], [17.15913, -8.65766, -6.43498], [17.24131, -8.18208, -4.71317], [18.23846, -9.37401, -5.28794], [10.07700, -8.23540, -3.03993], [10.64956, -8.02742, -4.47511], [9.85410, -6.81671, -5.03358], [10.52408, -6.13675, -6.21570], [11.91183, -5.69505, -5.82762], [12.75887, -6.87349, -5.40057], [12.09314, -7.68881, -4.32331], [12.97166, -8.61640, -3.51015], [13.98903, -6.15444, -4.71420], [13.33146, -7.66615, -6.66914], [10.31143, -9.25727, -5.33036], [9.00623, -8.43318, -3.08930], [10.45891, -7.51959, -2.31201], [10.37421, -9.16819, -2.56069], [9.73655, -5.98841, -4.33484], [8.87703, -7.20661, -5.31891], [10.03184, -5.17995, -6.38983], [10.47626, -6.76014, -7.10857], [11.84649, -4.91609, -5.06797], [12.32864, -5.29752, -6.75301], [13.75594, -5.96595, -3.66623], [14.14185, -5.16640, -5.14838], [14.86664, -6.79898, -4.76390], [13.58298, -8.69849, -6.42598], [14.24778, -7.22922, -7.06604], [12.53900, -7.72661, -7.41511], [9.23679, -9.43963, -5.33320], [10.73328, -10.10328, -4.78776], [10.68361, -9.23988, -6.35470], [23.26051, -8.58521, -1.83252], [22.20315, -8.51069, -2.95757], [22.51256, -9.16888, -4.28283], [21.55928, -10.17293, -4.52582], [20.73929, -10.16655, -3.49941], [19.86195, -10.97282, -3.50757], [20.99890, -9.21889, -2.64162], [23.59003, -9.62408, -1.81558], [22.69081, -8.34351, -0.93523], [24.15851, -7.98070, -1.96001], [21.94531, -7.47818, -3.19328], [23.49142, -9.64360, -4.21518], [22.59889, -8.49117, -5.13217]],
  "mulliken_charge": [1.4231, 1.0559, -1.5176, 0.3103, -0.7108, -0.3123, -0.7656, 0.0093, 0.4070, 0.3768, -0.0361, 0.4136, 0.3631, 0.4140, 0.2957, 0.4621, 0.4427, 0.3072, 0.3649, 0.2259, -0.3266, -0.5185, 0.3003, 0.1468, -0.0326, -1.7963, 1.2458, -1.1165, -0.7630, -1.3191, 1.5944, 0.6056, -0.6156, -1.6790, -0.7745, -1.4201, 0.4195, 0.4269, 0.3690, 0.4191, 0.5139, 0.3773, 0.3278, 0.5021, 0.4027, 0.4240, 0.5248, -0.0357, -0.4090, 0.3835, 0.3021, 0.4729, 0.2078, 0.2174, -1.3260, 0.3987, -0.4859, -0.3276, 0.6567, -0.5547, -0.2820, 0.3704, 0.3149, 0.3978, 0.2924, 0.2926, 0.3460],
  "charge": 3,
  "gap_ev": 3.4,
  "e_lumo_ev": -11.91,
  "total_energy_ev": -45026.5248,
  "fmax_ha_per_bohr": 0.0865
}

---

(2)
{
  "formula": "C19H38N2RuSSeSi",
  "method": "wB97M-V/def2-TZVPD",
  "species": ["Ru", "C", "C", "N", "C", "C", "S", "C", "C", "N", "H", "H", "H", "H", "H", "H", "H", "H", "H", "H", "H", "H", "H", "H", "C", "C", "C", "C", "C", "C", "C", "C", "C", "C", "H", "H", "H", "H", "H", "H", "H", "H", "H", "H", "H", "H", "H", "H", "H", "C", "Si", "C", "C", "Se", "H", "H", "H", "H", "H", "H", "H", "H", "H"],
  "coordinates": [[-0.34724, 0.00100, -0.80636], [0.78040, -1.80958, 1.89750], [1.93397, -1.61485, 0.93966], [1.89061, -0.24964, 0.42115], [2.19792, 0.82762, 1.35988], [1.35423, 2.06095, 1.07218], [-0.42472, 1.75433, 0.90941], [-0.76462, 0.89477, 2.47587], [-1.28669, -0.50132, 2.23129], [-0.45776, -1.27464, 1.30704], [0.68500, -2.86926, 2.14170], [0.97113, -1.28911, 2.83755], [2.88551, -1.87291, 1.41849], [1.79365, -2.27713, 0.08358], [2.51950, -0.19620, -0.36131], [2.01176, 0.48402, 2.37606], [3.25483, 1.11143, 1.32291], [1.50081, 2.81595, 1.84656], [1.61894, 2.50432, 0.11857], [0.14135, 0.92560, 3.07909], [-1.52403, 1.46650, 3.00801], [-1.39964, -1.00507, 3.19855], [-2.27152, -0.42699, 1.77327], [-1.02960, -2.01834, 0.92195], [0.20970, -0.66662, -2.94205], [-0.48832, 0.57818, -2.92601], [0.39986, 1.55805, -2.42023], [1.66795, 0.94773, -2.21469], [1.54046, -0.41630, -2.51061], [2.63761, -1.43159, -2.54572], [2.94973, 1.66057, -1.90578], [0.10218, 3.02225, -2.38653], [-1.81143, 0.86242, -3.56953], [-0.26162, -1.95783, -3.54894], [3.10098, -1.43435, -3.53581], [2.26122, -2.43670, -2.36132], [3.43808, -1.22706, -1.83163], [3.46024, 1.91552, -2.83788], [3.65302, 1.05409, -1.33094], [2.79632, 2.59670, -1.37425], [0.34313, 3.46294, -3.35726], [0.68829, 3.55379, -1.63588], [-0.95207, 3.20870, -2.19119], [-1.64760, 1.28872, -4.56406], [-2.39657, 1.57240, -2.98922], [-2.40314, -0.04153, -3.67109], [-0.48441, -2.71237, -2.79492], [0.50094, -2.36618, -4.21497], [-1.16579, -1.80713, -4.13428], [-5.74602, -1.34696, -1.46531], [-4.73614, -0.88867, 0.01051], [-5.21056, 0.73421, 0.77221], [-4.59802, -2.24663, 1.26518], [-2.64211, -0.66894, -0.90001], [-6.79345, -1.50769, -1.19727], [-5.35500, -2.26194, -1.91262], [-5.69452, -0.55491, -2.21362], [-6.24595, 0.72043, 1.12536], [-5.10895, 1.54385, 0.04879], [-4.56552, 0.95070, 1.62647], [-5.58475, -2.49416, 1.66861], [-3.96229, -1.93746, 2.09738], [-4.17843, -3.14970, 0.82010]],
  "mulliken_charge": [0.0916, -1.1026, -0.5368, 0.3682, -1.0913, -0.1375, -0.1663, -0.8085, 0.1017, 0.0235, 0.4797, 0.3744, 0.3207, 0.2983, -0.3763, 0.3698, 0.5212, 0.6802, -0.3211, 0.4264, 0.6120, 0.4866, -0.7211, 0.2793, 0.5826, -0.0816, 0.3663, 1.7314, 1.2969, -1.9837, -1.5929, -1.7154, -1.8817, -2.0373, 0.4182, 0.4506, 0.3833, 0.3802, 0.3263, 0.5044, 0.3907, 0.3938, 0.3713, 0.3752, 0.4649, 0.3207, 0.3300, 0.4311, 0.3231, -1.0429, 0.3299, -1.0178, -0.9839, 0.0650, 0.3993, 0.3037, 0.2915, 0.3700, 0.3165, 0.2783, 0.4050, 0.2605, 0.3047],
  "multiplicity": 2,
  "charge": 1,
  "gap_ev": [7.1, 6.6],
  "e_lumo_ev": [-2.99, -3.52],
  "total_energy_ev": -109937.0015,
  "fmax_ha_per_bohr": 0.0529
}